Entry 1:
Molecular formula: C29H32N2O5S
Method: DFT, wB97M-V/def2-TZVPD

- E_tot (eV) = -54646.7643
- SMILES = CCc1cccc(CC)c1NC(=O)COC(=O)C[C@@H]1c2ccccc2CCN1S(=O)(=O)c1ccccc1

Geometry as ORCA input:
```
! wB97M-V def2-TZVPD RIJCOSX def2/J DEFGRID3
* xyz 0 1
C -1.25761 -2.80949 -1.91743
H -1.28136 -2.57195 -2.97796
H -0.25345 -3.15456 -1.67654
H -1.95669 -3.61933 -1.71891
C -1.59409 -1.58293 -1.07803
C -2.98424 -1.02982 -1.26275
C -3.84063 -1.46429 -2.26075
C -5.10368 -0.91269 -2.39570
C -5.51368 0.09161 -1.54442
C -4.68126 0.55749 -0.53209
C -3.42300 -0.02369 -0.39047
N -2.53098 0.41780 0.62325
C -2.71077 0.22384 1.94107
O -3.68483 -0.27295 2.46157
C -1.51063 0.71052 2.77087
H -1.23744 1.73732 2.50744
H -1.76141 0.64939 3.83452
O -0.40497 -0.15272 2.50619
C 0.81740 0.36413 2.54736
O 1.07621 1.50316 2.83894
C 1.84362 -0.69373 2.20287
H 1.56780 -1.62375 2.70025
H 2.82609 -0.36376 2.53804
C 1.86918 -0.93592 0.67413
N 2.43606 0.23945 0.02337
S 1.32879 1.21799 -0.76007
O 0.12983 1.23466 0.03775
O 1.17338 0.81716 -2.13172
C 2.12430 2.81081 -0.68109
C 2.31704 3.39442 0.55642
C 2.94446 4.62852 0.62016
C 3.36501 5.25529 -0.54314
C 3.16039 4.65792 -1.77745
C 2.53436 3.42410 -1.84935
H 2.35233 2.92683 -2.78917
H 3.48587 5.15118 -2.68064
H 3.85264 6.21725 -0.48849
H 3.10267 5.10037 1.57764
H 1.97289 2.88651 1.44345
C 3.63799 0.07299 -0.76756
C 4.61909 -0.85010 -0.05396
C 3.96591 -2.19150 0.08909
C 4.64324 -3.38382 -0.11851
C 3.97951 -4.59347 -0.01771
C 2.62642 -4.61677 0.27725
C 1.94322 -3.43126 0.47908
C 2.60761 -2.21546 0.38883
H 0.88812 -3.44549 0.71062
H 2.10283 -5.55812 0.34721
H 4.51502 -5.51721 -0.17680
H 5.69636 -3.36111 -0.35850
H 5.54319 -0.92645 -0.62772
H 4.85607 -0.43292 0.92797
H 4.06477 1.07031 -0.90782
H 3.39162 -0.33990 -1.75680
H 0.83108 -1.04340 0.34097
H -1.61374 0.72869 0.31353
C -5.16575 1.67554 0.34818
H -4.32948 2.11758 0.89114
C -6.21312 1.18331 1.34784
H -7.06058 0.74271 0.82791
H -5.77243 0.43262 1.99734
H -6.56947 2.01045 1.95783
H -5.60792 2.45018 -0.28515
H -6.49040 0.53703 -1.66589
H -5.76231 -1.26414 -3.17646
H -3.53033 -2.23931 -2.94266
H -1.46711 -1.82899 -0.01814
H -0.87905 -0.78809 -1.32023
*
```

Löwdin population analysis, charges in e, atoms 1 to 5:
1. C -0.09
2. H 0.08
3. H 0.06
4. H 0.08
5. C -0.19

=====

Entry 2:
Molecular formula: C8H26IO9
Method: DFT, wB97M-V/def2-TZVPD

- E_tot (eV) = -35235.6260

Geometry as ORCA input:
```
! wB97M-V def2-TZVPD RIJCOSX def2/J DEFGRID3
* xyz -1 1
I 0.18449 0.09590 0.57380
O -1.03646 -1.03070 2.90903
H -0.68795 -0.64190 3.71128
H -0.56472 -0.58829 2.20336
C -3.05406 0.45408 -0.06703
C -3.04407 -0.08881 1.36639
O -3.64025 -1.33425 1.44569
O -2.18759 -0.46941 -0.78087
H -2.77878 1.50502 -0.15550
H -4.07162 0.39532 -0.45332
H -3.69550 0.58370 1.92450
H -2.01811 -0.01619 1.72724
H -3.38351 -1.86969 0.69138
H -1.29847 -0.37939 -0.43023
C 0.95949 2.95633 2.13458
C 2.18036 2.42161 2.95090
O 2.22416 1.02597 3.18566
O 1.21313 2.48265 0.77724
H 0.86815 4.04245 2.12434
H -0.04121 2.57419 2.33626
H 2.29526 3.06066 3.82639
H 3.09246 2.65079 2.39986
H 2.60678 0.66139 2.38424
H 0.86939 1.58630 0.78050
C 1.35586 -2.45312 -0.73755
C 2.24637 -3.49275 -1.30131
O 3.39022 -3.64060 -0.56093
O 1.89909 -1.16466 -0.74424
H 1.10187 -2.73095 0.28538
H 0.42358 -2.40821 -1.30055
H 2.47764 -3.06767 -2.27800
H 1.69682 -4.43399 -1.31358
H 4.05492 -2.97581 -0.75541
H 1.34075 -0.69588 -0.11966
C -0.62134 0.56319 -2.17581
C -1.02660 1.10738 -3.56393
O -0.46193 0.36377 -4.60275
O 0.69667 0.60184 -1.79802
H -0.91792 -0.48347 -2.10779
H -1.20602 1.01643 -1.37530
H -0.76545 2.15160 -3.73568
H -2.07577 0.94185 -3.80874
H 0.49297 0.45003 -4.65099
H 0.90689 0.27331 -0.92082
*
```

Löwdin population analysis, charges in e, atoms 1 to 5:
1. I 1.78
2. O -0.17
3. H 0.04
4. H -0.24
5. C -0.21

=====

Entry 3:
Molecular formula: C4H12N2OPS
Method: DFT, wB97M-V/def2-TZVPD

- E_tot (eV) = -29486.7610

Geometry as ORCA input:
```
! wB97M-V def2-TZVPD RIJCOSX def2/J DEFGRID3
* xyz 1 1
C -1.33069 -2.27750 1.34139
C 0.03499 1.54018 -1.41719
C -0.37109 2.05240 -0.02834
C 0.27092 0.02827 -1.48976
N -0.79685 -1.14456 1.37199
N 0.33755 1.29936 1.03891
O 0.83620 -2.33517 -0.66550
P 1.00856 -0.87780 -0.11167
S 2.58526 -0.50330 1.00800
H -2.14849 -2.56876 1.94387
H -0.87895 -2.98610 0.67312
H -0.76767 1.74578 -2.22331
H 0.98196 2.10294 -1.86180
H -1.53570 1.78463 -0.05570
H -0.24705 3.10467 0.14572
H -0.60244 -0.51853 -1.84898
H 0.80928 -0.23787 -2.36155
H -0.80644 -0.35360 2.00634
H -0.09169 1.70376 1.96968
H 1.31592 1.56905 1.03758
H 1.39646 -3.12788 -0.47280
*
```

Löwdin population analysis, charges in e, atoms 1 to 5:
1. C 0.03
2. C -0.23
3. C -0.26
4. C -0.30
5. N 0.04

=====

Entry 4:
Molecular formula: C13H28FINNbO15P3S2
Method: DFT, wB97M-V/def2-TZVPD

- E_tot (eV) = -108046.6011

Geometry as ORCA input:
```
! wB97M-V def2-TZVPD RIJCOSX def2/J DEFGRID3
* xyz -1 1
N -0.92938 -1.64713 -0.81065
P -0.63731 -0.30778 -1.53299
O -0.34938 -0.60989 -3.09299
O 0.71234 0.39477 -0.99321
Nb -2.71925 1.18239 -1.17615
F -3.47963 0.10633 0.28639
C -1.69877 2.51251 0.31094
C -1.53607 4.03494 0.16065
C -0.28924 4.60441 0.83535
I 1.51797 3.76306 0.14040
C -3.75942 -0.09560 -2.81059
S -5.14271 -0.97229 -2.27316
O -5.41088 -2.11042 -3.10794
O -6.21456 -0.03484 -2.05805
P -1.77313 2.46530 -3.21803
S 0.20736 2.45083 -3.48677
P -4.76465 2.67647 -1.31736
O -4.75541 3.99492 -0.39748
O -5.27479 3.27524 -2.73936
H -0.28573 -1.82494 -0.04947
H -0.19938 0.24367 -3.54669
H 0.76875 1.29434 -1.37245
H -0.71920 2.07146 0.51702
H -2.29499 2.32452 1.20841
H -1.60416 4.39826 -0.86432
H -2.35720 4.50489 0.70760
H -0.34504 4.44446 1.90802
H -0.21527 5.67615 0.67694
H -3.05963 -0.85060 -3.17160
H -4.10257 0.46561 -3.67979
H -4.72742 -1.44778 -1.08683
H -2.38303 1.97454 -4.38903
H -2.28236 3.77787 -3.24286
H -4.49426 4.79001 -0.87196
H -5.50172 2.52851 -3.30003
C 3.12117 0.52748 4.27808
C 2.60737 0.36228 2.86555
O 1.63038 1.40025 2.76363
C 1.90858 2.34996 3.67958
O 1.37695 3.40933 3.75244
O 2.89726 1.93191 4.51003
H 4.17811 0.29115 4.36924
H 2.56357 -0.04550 5.01296
H 3.38326 0.55164 2.11875
H 2.15563 -0.60331 2.67776
C 2.43341 -4.55978 1.97905
C 1.53940 -5.32453 2.93835
O 1.69998 -4.59029 4.16437
C 2.09047 -3.33817 3.85806
O 2.12294 -2.43232 4.63216
O 2.41376 -3.23927 2.55324
H 2.06581 -4.54643 0.96540
H 3.45828 -4.92232 1.98112
H 0.48768 -5.27988 2.65271
H 1.83055 -6.36135 3.07524
C 2.73110 -1.89020 -1.43559
C 3.66176 -2.20308 -2.58970
O 4.54549 -3.17824 -2.01013
C 3.91616 -3.76500 -0.97360
O 4.33211 -4.71613 -0.38947
O 2.76027 -3.12351 -0.69010
H 1.71574 -1.66277 -1.73740
H 3.10138 -1.08969 -0.79486
H 3.14149 -2.66033 -3.43153
H 4.23005 -1.34605 -2.93728
*
```

Löwdin population analysis, charges in e, atoms 1 to 5:
1. N -0.20
2. P 0.31
3. O -0.29
4. O -0.31
5. Nb 1.22

=====

Entry 5:
Molecular formula: C24H23N5O4SeZn
Method: DFT, wB97M-V/def2-TZVPD

- E_tot (eV) = -154669.4593

Geometry as ORCA input:
```
! wB97M-V def2-TZVPD RIJCOSX def2/J DEFGRID3
* xyz 0 1
Zn 0.38422 -0.26355 -1.01238
O -0.02738 4.40710 -1.36604
C -0.22189 3.07879 -1.43246
O 0.14124 2.39580 -2.34797
C -0.99011 2.55108 -0.25927
C -1.73487 3.37244 0.56540
C -2.46685 2.78637 1.59275
C -2.40671 1.41821 1.76212
C -1.60540 0.67076 0.90480
N -0.92714 1.22763 -0.09301
C -1.45826 -0.84201 1.09847
O -2.20363 -1.37511 1.91028
O -0.55134 -1.38762 0.39342
H 0.46133 4.65781 -2.16482
H -1.73984 4.43935 0.39954
H -3.06837 3.39918 2.25118
H -2.94268 0.89284 2.53948
C 1.98698 0.51311 1.85355
N 1.97379 0.32573 0.40830
C 3.07272 0.48505 -0.23895
C 3.09648 0.27010 -1.64813
C 4.10287 0.40491 -2.60166
C 3.51701 0.07545 -3.82998
C 2.18583 -0.24376 -3.55902
N 1.92995 -0.12934 -2.24688
C 2.56226 -0.66628 2.60669
C 3.53880 -0.46791 3.57469
C 4.06860 -1.54177 4.27909
C 3.62492 -2.82754 4.01501
C 2.64929 -3.03258 3.04707
C 2.11937 -1.96108 2.34651
H 0.95760 0.68432 2.18150
H 2.55690 1.41149 2.11625
H 3.99401 0.78158 0.26951
H 5.12383 0.70231 -2.41752
H 3.99116 0.06312 -4.79809
H 1.41077 -0.53762 -4.25155
H 3.89316 0.53673 3.77782
H 4.83122 -1.37171 5.02849
H 4.03754 -3.66790 4.55839
H 2.29696 -4.03468 2.83801
H 1.35134 -2.12182 1.60041
C -2.79557 -3.23735 -0.68026
N -3.30891 -1.91445 -1.00820
C -4.39766 -1.30933 -0.41949
C -4.52224 -0.08569 -0.97374
N -3.49622 0.04571 -1.88916
C -3.24684 1.19371 -2.74159
C -2.75052 -1.07942 -1.90524
Se -1.22489 -1.35793 -2.91895
H -3.53580 -3.74211 -0.06551
H -1.86059 -3.13687 -0.13377
H -2.62858 -3.79087 -1.60133
H -4.96272 -1.79394 0.35508
H -5.23605 0.69874 -0.79994
H -3.88365 2.01137 -2.41104
H -3.46839 0.94610 -3.77857
H -2.19703 1.47334 -2.67928
*
```

Löwdin population analysis, charges in e, atoms 1 to 5:
1. Zn 0.60
2. O 0.12
3. C -0.47
4. O 0.12
5. C -0.17

=====

Entry 6:
Molecular formula: C14H16O
Method: DFT, wB97M-V/def2-TZVPD

- E_tot (eV) = -16823.8158
- SMILES = Cc1ccc(O)cc1.Cc1ccccc1

Geometry as ORCA input:
```
! wB97M-V def2-TZVPD RIJCOSX def2/J DEFGRID3
* xyz 0 1
C 0.35769 1.14199 2.81134
C -0.23753 -0.02240 2.04363
C -1.60918 -0.21013 2.15900
C 0.62507 -0.93211 1.40796
C -2.25504 -1.31340 1.57623
C -0.03791 -2.03134 0.87023
C -1.40300 -2.17275 0.85894
O -1.88555 -3.37195 0.34987
H 1.45589 0.96369 2.92944
H -0.04342 1.20569 3.80483
H -2.28297 0.56419 2.47858
H 1.72703 -1.00982 1.35111
H -3.30337 -1.56836 1.59418
H 0.48803 -2.81445 0.35461
H -2.72622 -3.26501 -0.09866
H 0.39651 2.02992 2.19861
C 0.13920 -0.32036 -3.52013
C 2.19846 1.11760 -0.72284
C 1.77709 0.44461 -1.86451
C 1.28180 1.98114 -0.11644
C 0.50090 0.54763 -2.37122
C 0.00524 2.04160 -0.57803
C -0.44968 1.32445 -1.71436
H 3.26296 1.15966 -0.55777
H 2.56868 -0.08672 -2.39426
H 1.72443 2.56185 0.70987
H -0.70517 2.68781 -0.04972
H 0.84813 -0.34025 -4.34685
H -0.85438 -0.22785 -4.08619
H -1.51573 1.27236 -1.84374
H -0.04794 -1.35730 -3.23375
*
```

Löwdin population analysis, charges in e, atoms 1 to 5:
1. C -0.06
2. C -0.29
3. C -0.05
4. C -0.03
5. C 0.00

=====

Entry 7:
Molecular formula: C24H32FOSi
Method: DFT, wB97M-V/def2-TZVPD

- E_tot (eV) = -38043.5776

Geometry as ORCA input:
```
! wB97M-V def2-TZVPD RIJCOSX def2/J DEFGRID3
* xyz 1 1
C 3.29489 -0.72031 0.90138
Si 2.47844 0.27001 2.24322
C 2.66070 -0.47644 3.91688
C 2.95277 2.07425 2.23150
O 0.82555 -0.01161 1.79165
C -0.24588 -0.26182 2.52677
C -1.09544 -1.48566 2.19431
C -2.53622 -1.24408 2.65684
C -3.40113 -0.34118 1.77099
C -3.51692 1.12134 2.17933
C -2.40336 2.02034 1.61278
C -1.22015 2.20370 2.54875
C -0.71157 0.92882 3.31958
H 4.37658 -0.79575 1.09028
H 2.88356 -1.73921 0.84965
H 3.14217 -0.24243 -0.07884
H 3.73104 -0.53910 4.17678
H 2.13994 0.08962 4.70443
H 2.26562 -1.49690 3.93940
H 4.00248 2.13519 2.57512
H 2.90482 2.51529 1.22242
H 2.34281 2.68878 2.91319
H -1.14289 -1.36236 1.08688
H -3.05529 -2.19684 2.56554
H -2.54547 -0.97834 3.72086
H -3.05773 -0.42600 0.72773
H -4.41920 -0.76330 1.80916
H -4.47668 1.47650 1.77947
H -3.56205 1.21412 3.27050
H -2.06914 1.65908 0.62768
H -2.84223 3.01342 1.43645
H -0.37726 2.65951 2.00572
H -1.51740 2.92544 3.32645
H -1.50503 0.56333 3.98281
H 0.13771 1.26634 3.95488
F -0.59188 -5.01045 7.10133
C -1.32122 -4.59156 6.02000
C -2.70500 -4.61547 6.11493
C -3.39236 -4.39117 4.91629
C -2.70933 -3.99937 3.76545
C -1.33950 -3.65027 3.78937
C -0.72548 -2.93310 2.51804
C 0.69921 -3.40764 2.20943
C 0.94383 -3.88926 0.91800
C 2.17539 -4.43104 0.56183
C 3.19627 -4.53969 1.52837
C 2.94979 -4.11021 2.82937
C 1.71082 -3.55627 3.16638
C -0.62970 -4.23137 4.85901
H -3.21163 -4.87045 7.03767
H -4.46892 -4.51127 4.87448
H -3.23183 -4.00686 2.80343
H -1.28001 -3.45839 1.73821
H 0.10768 -3.87805 0.20150
H 2.34946 -4.76203 -0.45909
H 4.15844 -4.96517 1.26920
H 3.71557 -4.18046 3.60897
H 1.51654 -3.24586 4.19143
H 0.41520 -4.51757 4.80628
*
```

Löwdin population analysis, charges in e, atoms 1 to 5:
1. C -0.13
2. Si 0.49
3. C -0.13
4. C -0.15
5. O -0.03

=====

Entry 8:
Molecular formula: C23H33O3Si
Method: DFT, wB97M-V/def2-TZVPD

- E_tot (eV) = -38400.6483

Geometry as ORCA input:
```
! wB97M-V def2-TZVPD RIJCOSX def2/J DEFGRID3
* xyz 1 1
C -1.60462 0.49683 1.64487
C -0.92354 0.18852 2.96809
C -0.77427 1.44822 3.81889
C 0.40109 -0.50118 2.65624
C 0.51977 -1.84716 2.46969
O 1.41954 0.35666 2.45860
Si 2.94257 0.60032 3.12718
C 4.14517 -0.40533 2.13625
C 3.02732 2.43637 2.84713
C 2.88899 0.13258 4.92001
H -1.70540 -0.40719 1.03372
H -2.60163 0.90954 1.83110
H -1.02819 1.24074 1.07035
H -1.52019 -0.55974 3.51321
H -0.26446 1.23110 4.76442
H -0.21057 2.22105 3.28405
H -1.77310 1.84468 4.04463
H 1.48979 -2.32335 2.30308
H -0.37977 -2.45628 2.59476
H 5.16245 -0.23487 2.51589
H 3.90729 -1.47520 2.21507
H 4.10076 -0.11871 1.07723
H 3.96193 2.84599 3.24457
H 2.95256 2.65543 1.77258
H 2.17669 2.92431 3.34416
H 3.84126 0.43406 5.37606
H 2.06535 0.63745 5.44006
H 2.76695 -0.95038 5.04160
C -4.18671 -4.70961 -4.57738
O -3.18231 -4.92931 -3.57162
C -2.37228 -3.93121 -3.14300
C -1.51756 -4.27685 -2.07014
C -0.76969 -3.30931 -1.44968
C -0.74303 -1.96284 -1.93691
C -0.08308 -0.96684 -1.16768
C 0.02505 0.42002 -1.50813
C 1.14663 1.16712 -1.03208
C 1.28546 2.50565 -1.30417
C 0.30872 3.18126 -2.07814
O 0.55600 4.49775 -2.28928
C -0.26201 5.25625 -3.19714
C -0.81748 2.47904 -2.57478
C -0.98929 1.15499 -2.20780
C -1.42133 -1.70928 -3.18224
C -2.30731 -2.63290 -3.72181
H -4.64095 -5.70083 -4.67522
H -4.93438 -3.97724 -4.24512
H -3.74171 -4.39362 -5.53107
H -1.54534 -5.31826 -1.73082
H -0.20944 -3.55229 -0.54940
H 0.44586 -1.30531 -0.26594
H 1.89062 0.66167 -0.42177
H 2.13706 3.09684 -0.95568
H 0.20331 6.24588 -3.15825
H -0.22305 4.84661 -4.21920
H -1.30257 5.30638 -2.85098
H -1.54356 2.99534 -3.21606
H -1.95343 0.67671 -2.41572
H -1.29854 -0.75032 -3.68174
H -2.93744 -2.38994 -4.58455
*
```

Löwdin population analysis, charges in e, atoms 1 to 5:
1. C -0.06
2. C -0.37
3. C -0.05
4. C -0.40
5. C 0.05

=====

HOMO-LUMO gap / eV: 8.945, 7.851, 9.014, 6.280, 6.757, 9.115, 6.758, 6.038